48
Properties=species:S:1:pos:R:3:mulliken_spin:R:1 method="wB97M-V/def2-TZVPD" homo_ev="-3.8 / -3.6" orbital_gap_ev="5.82 / 5.65" energy_ev=-192935.3224 lumo_ha="0.075 / 0.075" relative_energy_kj_mol=0.0 s2=0.7667 multiplicity=2 charge=-1
Mn 0.181 -1.343 0.945 1.106
O -5.523 0.307 1.813 -0.001
C -4.375 -0.019 1.620 0.000
C -3.157 0.875 1.709 0.000
O -3.148 2.061 2.001 -0.001
C -2.027 0.015 1.398 0.011
C -2.442 -1.307 1.128 -0.004
O -1.598 -2.227 0.843 0.004
C -3.898 -1.417 1.253 -0.004
O -4.604 -2.397 1.115 -0.001
O -0.775 0.337 1.367 -0.012
C 0.165 -0.110 4.660 -0.001
Se 0.235 -1.783 3.682 -0.002
C 2.171 -2.046 3.747 -0.009
C 2.998 -0.970 3.064 0.001
Se 2.597 -0.796 1.137 -0.007
C 2.222 1.117 1.088 0.006
H 0.576 -0.245 5.658 0.000
H -0.888 0.156 4.721 0.000
H 0.688 0.675 4.122 0.000
H 2.325 -3.014 3.269 0.001
H 2.468 -2.143 4.793 0.001
H 4.058 -1.213 3.147 0.001
H 2.845 0.009 3.518 0.000
H 3.082 1.665 1.467 0.002
H 1.312 1.323 1.643 -0.003
H 2.057 1.328 0.034 -0.001
C 1.302 -0.766 -3.947 0.000
C 0.908 0.312 -2.942 -0.006
C 1.605 1.619 -3.277 0.000
O 1.337 -0.132 -1.645 -0.014
B 0.248 -0.764 -0.983 -0.054
O -0.888 -0.597 -1.784 -0.008
C -0.630 0.423 -2.755 -0.003
C -1.447 0.146 -4.003 0.000
C -1.056 1.750 -2.130 -0.001
H 2.376 -0.942 -3.866 -0.001
H 1.073 -0.465 -4.972 0.000
H 0.784 -1.699 -3.725 0.000
H 2.677 1.442 -3.384 0.000
H 1.455 2.357 -2.492 0.000
H 1.229 2.028 -4.218 0.000
H -1.281 -0.865 -4.369 0.000
H -1.198 0.858 -4.796 0.000
H -2.507 0.251 -3.767 0.000
H -0.475 1.957 -1.230 0.000
H -2.101 1.668 -1.828 0.000
H -0.955 2.583 -2.830 0.000